51
Properties=species:S:1:pos:R:3:forces:R:3 method="wB97M-V/def2-TZVPD" total_energy_ha=-2668.43345 mol_weight_g_mol=484.859 charge=0 spin_multiplicity=5 homo_lumo_gap_ev="6.1 / 6.8"
C -2.805910 0.214328 -4.079391 -0.04 0.03 -0.21
C -2.603844 -1.020909 -3.454363 0.32 0.15 0.54
C -1.849696 -1.089146 -2.264700 -0.58 -0.21 -0.61
C -1.302098 0.073116 -1.744541 0.68 0.30 1.30
C -1.524800 1.311363 -2.350199 -0.49 -0.03 -0.73
C -2.283855 1.396687 -3.528068 0.19 -0.46 0.11
C -1.680136 -2.428589 -1.563841 -0.30 0.00 -0.34
C -0.244277 -2.955440 -1.397034 0.76 0.45 -0.16
N 0.823255 -1.923680 -1.179934 -0.14 0.14 0.64
Fe -0.067166 0.011274 -0.063691 0.45 -1.05 -1.87
C -0.855860 2.511142 -1.743379 0.63 0.11 0.59
P 0.771947 1.857036 -1.080929 -0.58 0.79 -1.12
H -3.011486 -1.959598 -3.844509 0.02 0.48 -0.13
H -2.415836 2.368147 -4.017399 -0.08 -0.42 0.10
H -3.357134 0.241734 -5.027476 0.17 0.08 0.44
H -1.380193 2.909263 -0.855194 -0.02 -0.15 -0.46
H -0.669010 3.315853 -2.469041 -0.15 -0.11 0.22
H -2.206659 -2.410652 -0.586114 0.34 0.06 -0.52
H -2.190627 -3.174715 -2.191174 -0.02 0.06 0.35
H -0.221061 -3.630968 -0.530817 0.04 0.06 -0.37
C 1.480311 3.232655 -0.142460 0.23 0.15 0.19
C 1.732184 1.973462 -2.652535 0.33 0.00 -0.10
H 0.051588 -3.498493 -2.310189 -0.16 -0.18 0.27
C 1.376265 -1.420626 -2.454299 -0.12 -0.35 0.36
C 1.922415 -2.461667 -0.331514 -0.41 0.25 -0.43
H -0.621325 1.054855 0.871829 -0.70 2.17 0.96
H 1.867170 -2.271105 -2.953016 0.03 0.27 -0.24
H 0.580636 -1.001869 -3.086367 0.30 -0.25 0.23
H 2.112583 -0.631655 -2.244457 -0.18 -0.35 -0.06
H 2.484901 -3.215181 -0.908990 0.02 0.05 0.34
H 2.578252 -1.623970 -0.039203 -0.14 -0.42 -0.18
H 1.484277 -2.891682 0.584600 0.34 0.09 -0.47
H 1.742988 3.016650 -3.011559 0.01 -0.34 0.19
H 2.765353 1.652224 -2.462357 -0.18 0.09 -0.18
H 1.301700 1.344829 -3.446769 0.07 0.14 0.39
H 1.623288 4.119018 -0.777070 -0.06 -0.23 0.20
H 0.823568 3.474549 0.702374 0.22 -0.09 -0.17
H 2.453305 2.891940 0.235329 -0.19 0.25 0.03
H 0.995079 0.017903 1.138293 -0.08 0.00 -0.39
Te -0.770928 -1.435528 1.673925 -0.97 -2.75 0.98
C -0.538613 -0.937967 3.673016 0.24 0.57 0.93
C -0.749283 -1.778295 4.802976 0.22 0.65 -0.87
C -0.461374 -1.270266 6.079680 -0.15 -0.04 -0.63
C 0.017328 0.041597 6.201006 -0.01 0.01 -0.11
C 0.214773 0.867713 5.093249 -0.14 -0.22 -0.31
C -0.082341 0.372900 3.824400 0.11 -0.17 0.48
H -1.118670 -2.793751 4.623742 0.18 0.36 0.31
H -0.611602 -1.900740 6.966434 0.09 0.37 -0.43
H 0.241292 0.437168 7.176541 0.04 -0.01 0.27
H 0.595919 1.891829 5.174262 -0.17 -0.45 0.24
H 0.051804 0.958157 2.914426 0.01 0.16 0.44

---

13
Properties=species:S:1:pos:R:3:forces:R:3 method="wB97M-V/def2-TZVPD" relative_energy_kcal_mol=27.4 total_energy_ha=-174.40942 mol_weight_g_mol=59.112 charge=0 homo_lumo_gap_ev=9.1
C 2.059561 -2.956124 0.108624 1.02 0.51 1.23
H 3.037654 -2.955991 0.607340 0.06 0.07 -0.32
H 2.196129 -3.352680 -0.888281 -0.44 -0.26 -0.01
H 1.454538 -3.500455 0.830634 -0.45 -0.31 -0.63
H 1.749110 -1.914390 0.107271 -0.19 0.00 -0.26
C -1.131068 1.877523 1.083398 0.43 0.10 -1.17
C -1.364092 2.305612 -0.166680 -0.58 0.02 0.66
N -1.396562 1.477850 -1.277512 0.66 1.68 0.48
H -0.730240 0.870905 1.130613 -0.38 -0.17 0.65
H -1.230829 2.502808 1.952583 0.36 0.10 0.03
H -1.577879 3.345417 -0.397086 -0.36 -0.06 0.20
H -0.960614 0.604171 -1.146554 -0.22 -1.14 -0.42
H -2.105706 1.695353 -1.944351 0.08 -0.55 -0.42

---

19
Properties=species:S:1:pos:R:3:forces:R:3 method="wB97M-V/def2-TZVPD" relative_energy_kcal_mol=5.0 total_energy_ha=-460.04239 mol_weight_g_mol=123.128 charge=-1 homo_lumo_gap_ev=8.2
O -0.154469 0.854330 -2.133724 -0.26 0.14 -0.16
C 0.357707 -0.195981 -1.673470 -0.12 -0.42 0.47
O 1.431780 -0.744963 -1.995005 0.00 0.13 -0.06
C -0.418136 -0.850674 -0.475552 -0.02 0.23 -1.16
C -0.267739 0.061684 0.720387 0.35 -0.19 0.77
C -0.975527 -0.460477 1.979263 -0.96 -0.05 0.05
H -0.051842 -1.864266 -0.326359 0.41 0.05 0.37
H -1.466550 -0.996033 -0.765348 -0.09 0.39 0.14
H -0.655080 1.057026 0.520196 -0.31 -0.05 -0.37
H 0.794336 0.279964 0.883646 0.09 -0.50 0.16
H -1.963485 0.008342 1.967229 -0.02 0.16 0.40
H -1.248235 -1.520960 2.012954 0.55 -0.15 -0.49
H -0.505815 -0.277243 2.944097 0.20 0.40 -0.05
H 4.000896 0.619483 0.614184 0.61 0.28 0.35
H 4.462108 -0.384201 -0.285909 0.66 -0.15 -0.09
O 4.851830 0.201712 0.385809 -1.38 -0.14 -0.35
H -1.979472 1.532035 -1.653312 0.42 -0.10 0.17
H -3.373321 0.963544 -1.497470 0.04 0.11 0.09
O -2.838986 1.716679 -1.221617 -0.14 -0.14 -0.25

---

20
Properties=species:S:1:pos:R:3:forces:R:3 method="wB97M-V/def2-TZVPD" relative_energy_kcal_mol=126.0 total_energy_ha=-638.17321 mol_weight_g_mol=146.265 charge=0 homo_lumo_gap_ev=7.9
C 0.653409 -0.806399 -2.157060 0.33 -0.08 0.51
C 0.835077 2.782590 0.679057 -1.58 0.27 -2.11
C -2.662344 -0.389096 -0.466587 -0.02 -2.11 0.34
C 0.396643 -0.905687 -3.316449 -0.15 -0.08 -0.69
C -0.084265 2.482665 -0.042170 -1.19 -0.49 -1.39
C -2.103737 0.632955 -0.761433 0.81 1.32 -0.50
C 1.307018 -0.687538 -0.877814 -0.51 1.35 2.60
C 1.953572 3.106102 1.428270 0.90 -1.95 2.78
C -3.414846 -1.636298 -0.153529 -2.07 3.71 -1.50
Si -1.145724 2.023950 -1.571945 0.19 -0.13 1.28
H 0.868946 0.129699 -0.174281 0.80 -0.68 -1.74
H 1.140068 -1.497620 -0.141954 0.44 -0.37 -1.02
H 2.375210 -0.482227 -1.088763 -0.53 -0.23 0.56
H 2.538210 2.129080 1.388788 -0.46 0.96 1.13
H 2.663480 3.780931 1.069409 0.59 1.61 -0.92
H 1.544454 3.435350 2.427061 1.18 -0.62 -0.54
H -2.953314 -2.488631 0.186004 1.69 -1.60 0.77
H -4.086320 -1.234246 0.635019 -0.19 -0.87 -0.46
H -3.969371 -1.866845 -1.100800 0.10 -0.04 1.07
H 0.287577 -1.028820 -4.361576 -0.32 0.04 -0.17

---

7
Properties=species:S:1:pos:R:3:forces:R:3 method="wB97M-V/def2-TZVPD" relative_energy_kcal_mol=66.0 total_energy_ha=-3186.73981 mol_weight_g_mol=157.394 charge=0 homo_lumo_gap_ev="7.0 / 7.0"
C -0.012631 -0.303005 -0.541746 4.94 2.49 1.62
C 0.785779 0.216219 0.490276 -1.18 -1.86 -5.60
O -1.224744 -0.685872 -0.368119 -3.42 -1.51 0.22
Cl 2.399506 0.685040 0.256982 0.16 0.03 0.11
Br -2.740924 0.310946 0.317723 1.38 -0.15 -0.43
H 0.466878 -0.494037 -1.531867 -0.77 0.29 0.52
H 0.326138 0.270710 1.376752 -1.11 0.71 3.56

---

122
Properties=species:S:1:pos:R:3:forces:R:3 method="wB97M-V/def2-TZVPD" total_energy_ha=-3468.81233 mol_weight_g_mol=813.789 charge=+1 homo_lumo_gap_ev=5.6
C 2.827209 1.038168 -0.278257 -0.23 -0.28 0.08
C 2.188859 -0.035024 -1.169650 0.76 0.30 0.97
O 1.597076 0.550707 -2.342329 -0.76 -0.65 -0.02
B 1.072431 -0.388980 -3.215444 0.74 0.75 -0.23
O 1.947069 -1.064231 -4.013426 -0.54 0.15 0.03
C -0.546337 -0.715291 -3.251235 2.14 -0.12 -0.51
C -1.104418 0.212446 -2.154347 -1.42 -1.46 0.15
C -2.616882 0.147337 -1.924871 -0.37 1.15 0.05
O -3.083214 -1.104562 -1.407843 0.79 -0.03 0.22
C -2.741083 -1.330487 -0.106176 -0.03 -0.68 1.84
O -2.377590 -0.486487 0.678461 -0.02 0.09 -1.12
C -2.908129 -2.785859 0.345663 -0.90 0.64 -1.40
C -4.395626 -3.075561 0.700419 0.25 -0.31 0.23
C -1.214497 -0.716857 -4.655728 -1.65 1.58 0.10
C -0.551219 0.174862 -5.685510 1.17 -0.52 -0.94
C 0.565863 -0.188676 -6.456836 -0.90 0.25 0.81
C 1.039365 0.743907 -7.356813 1.37 -0.89 -0.86
N 0.569905 1.956839 -7.605083 -0.28 0.38 0.27
C -0.468518 2.317198 -6.863274 -0.07 -0.36 0.17
C -1.024647 1.448732 -5.936892 -1.29 0.31 1.05
C -1.710308 -2.150351 -4.988077 -0.92 -0.66 0.26
C -3.235891 -2.318228 -4.605246 0.50 0.56 1.05
O -4.050389 -1.448871 -5.342177 -0.21 -0.40 0.47
C -5.223075 -1.156377 -4.560217 -0.07 -0.07 0.07
C -1.639697 -2.718166 -6.438887 0.87 -1.22 0.36
F -1.945393 -1.776189 -7.389981 0.33 0.28 0.32
C -0.362319 -3.504456 -6.803374 -0.79 -0.88 -1.17
C -0.780260 -4.535906 -7.897311 0.06 1.06 -0.37
C -1.078039 -2.957813 -3.861381 0.16 1.10 -1.40
N -0.530348 -2.191704 -2.992192 -0.96 -1.89 0.86
S 0.217407 -2.891985 -1.582613 0.46 0.56 0.74
H 3.601002 0.555459 0.331642 0.01 0.23 -0.23
H 2.099806 1.438201 0.438213 0.05 0.09 -0.34
H 3.252671 1.857587 -0.864302 0.08 -0.21 0.13
H 2.943662 -0.785293 -1.451221 -0.13 0.22 -0.18
H 1.455844 -0.562962 -0.535494 -0.14 0.10 -0.45
H 2.771885 -0.554149 -3.997406 0.14 -0.40 -0.02
H -0.638594 -0.093875 -1.208825 0.08 0.51 -0.13
H -0.859405 1.253552 -2.383588 0.30 -0.30 -0.03
H -3.212282 0.351633 -2.822411 0.25 -0.28 0.06
H -2.866895 0.969080 -1.239491 0.00 -0.38 0.06
H -2.224016 -2.957393 1.176006 -0.10 -0.09 -0.16
H -2.680504 -3.393137 -0.543556 0.27 -0.09 0.42
H -5.087237 -2.455259 0.119110 0.19 -0.06 0.14
H -4.584418 -2.946926 1.772619 -0.01 0.13 -0.25
H -4.612928 -4.121810 0.454992 -0.02 0.22 0.14
H -2.166025 -0.180789 -4.493658 0.25 -0.14 -0.05
H 1.040061 -1.152382 -6.318905 0.08 0.24 -0.20
H 1.908573 0.440464 -7.948645 -0.21 0.22 0.04
H -0.915925 3.303568 -6.974429 0.28 -0.13 -0.23
H -1.898112 1.791437 -5.374556 0.17 -0.02 -0.17
H -3.300849 -2.098099 -3.521004 -0.18 0.12 -0.31
H -3.547735 -3.375243 -4.693317 0.15 0.21 -0.32
H -5.003675 -0.293441 -3.917314 -0.28 -0.10 -0.15
H -6.082887 -0.971550 -5.208047 0.38 0.20 -0.09
H -5.496022 -2.005116 -3.916477 0.12 0.13 -0.16
H -2.447139 -3.460386 -6.513604 0.06 0.20 0.19
H 0.024565 -4.094041 -5.962248 0.10 0.54 0.11
H 0.397908 -2.880537 -7.278165 0.03 0.07 0.56
H -1.618064 -5.165566 -7.581563 0.34 -0.11 0.06
H 0.066734 -5.114622 -8.274231 -0.19 -0.10 0.27
H -1.139845 -3.934667 -8.746044 0.00 -0.32 0.09
H -1.094703 -4.035190 -3.715945 0.03 0.16 -0.17
H -0.279642 -4.154894 -1.579685 -0.22 0.48 -0.49
O -4.779923 -3.254826 4.695890 -1.94 2.84 -0.55
P -4.520035 -2.516511 5.998807 3.96 -4.31 2.24
N -2.873831 -2.137342 5.777032 -0.17 0.64 -0.64
C -1.752909 -2.541693 6.586225 -0.07 0.25 0.55
C -2.475611 -1.516486 4.530763 -0.12 -0.27 -0.32
N -4.797492 -3.880112 7.039637 -0.17 -0.29 0.73
C -3.810655 -4.939851 7.150264 0.40 0.19 -0.11
C -6.123923 -4.460173 6.847036 -0.09 0.23 -0.13
N -4.571341 -1.476953 7.407312 -1.67 0.87 -1.41
C -4.636325 -0.037332 7.125610 0.29 0.17 -0.07
C -5.249559 -1.793311 8.662445 -0.25 -0.21 0.24
H -2.004127 -2.562602 7.648006 -0.12 -0.09 -0.03
H -0.926033 -1.830932 6.489874 -0.09 0.06 -0.10
H -1.378652 -3.528520 6.288828 0.03 0.00 0.04
H -1.993065 -0.549991 4.716457 0.13 -0.08 0.04
H -3.339494 -1.321768 3.895895 0.01 -0.11 0.00
H -1.784361 -2.152566 3.961670 0.03 0.06 -0.05
H -3.474953 -5.310241 6.172582 0.03 -0.08 0.01
H -4.218131 -5.782978 7.711213 -0.22 0.07 -0.09
H -2.945065 -4.610914 7.725560 0.07 0.05 -0.14
H -6.175024 -5.090071 5.951921 -0.06 0.04 -0.03
H -6.877939 -3.673487 6.745974 0.01 -0.02 -0.06
H -6.403522 -5.060768 7.716310 0.11 0.02 0.03
H -3.869474 0.486481 7.701325 -0.07 0.02 0.08
H -5.613712 0.385349 7.372461 0.01 -0.04 0.01
H -4.453770 0.172928 6.070809 0.10 -0.08 0.01
H -4.786527 -2.646535 9.149942 -0.07 -0.12 -0.23
H -6.314531 -1.992719 8.524115 -0.02 0.00 0.15
H -5.151016 -0.957257 9.359670 0.00 0.22 -0.31
O 5.592050 3.981872 -0.257650 2.74 -0.25 -2.09
P 6.541603 4.870967 0.523073 -4.03 1.14 4.74
N 6.760134 3.903352 1.908734 0.51 -0.69 -0.46
C 6.436273 4.229848 3.273955 0.36 0.47 0.18
C 7.112799 2.505720 1.737289 -0.31 -0.11 -0.23
N 5.412883 6.174645 0.758653 -0.13 0.80 0.16
C 4.332789 6.054427 1.720941 0.13 -0.29 0.30
C 4.891161 6.687016 -0.504687 0.22 -0.11 -0.13
N 7.825804 5.933731 1.059848 0.69 -0.70 -2.14
C 9.189121 5.430705 0.848050 0.14 -0.22 0.22
C 7.793113 7.393162 0.995030 -0.15 0.36 -0.12
H 6.629400 5.280409 3.497891 -0.08 0.04 -0.12
H 7.058316 3.658076 3.969577 0.05 -0.06 -0.13
H 5.388194 4.003087 3.503037 0.01 0.01 0.05
H 8.061180 2.288766 2.241998 -0.07 -0.01 0.12
H 7.248052 2.258596 0.684871 -0.13 0.06 -0.01
H 6.339640 1.837045 2.136331 0.04 -0.04 0.01
H 3.766894 5.119486 1.608499 -0.08 0.01 0.04
H 3.635496 6.888215 1.617464 0.06 0.00 -0.24
H 4.707223 6.125857 2.741906 0.01 -0.16 0.00
H 4.110255 6.041546 -0.923248 0.04 -0.01 -0.07
H 5.690629 6.769083 -1.247289 -0.04 -0.05 -0.02
H 4.480716 7.690512 -0.365082 0.02 -0.02 0.11
H 9.760071 5.509999 1.776170 0.03 0.10 -0.03
H 9.712617 5.982357 0.062933 -0.04 0.02 0.01
H 9.187189 4.380194 0.554267 -0.08 -0.02 0.09
H 7.017362 7.793532 1.641615 -0.15 -0.15 -0.16
H 7.640848 7.763886 -0.021146 0.03 0.14 0.04
H 8.736074 7.803299 1.365517 0.16 -0.31 -0.13